No. 1
C22H37BrGaO3SSi | ωB97M-V with the def2-TZVPD basis set

Output
ΔE to the lowest compared entry with this formula, charge and spin: 0.406 eV
Net charge: -1
HOMO level: -2.147 eV
Kohn-Sham gap: 4.34 eV
LUMO: 2.20 eV
Total energy: -6272.89171 a.u.

The geometry in XYZ format:
```
66
Properties=species:S:1:pos:R:3:forces:R:3
Br 1.470818 2.494706 1.811904 0.52 -0.05 0.35
Ga 0.912192 1.803355 -0.280961 -1.80 0.70 -0.35
S -0.979150 0.748218 -1.017677 -0.08 -0.34 -0.11
Si -0.072380 -0.814202 -0.058097 -0.55 -0.30 0.38
O 1.569446 -0.347467 -0.096591 0.84 0.37 -0.81
O -0.178055 -2.346781 -0.624164 -0.28 -0.73 -0.54
O -0.531069 -0.678035 1.504482 0.70 -0.68 0.41
C -2.621861 2.279768 1.602423 0.01 0.41 -0.11
C -2.208894 4.545518 1.601542 -0.27 -0.83 -0.22
C 2.705274 -0.682973 -0.998807 -0.60 -0.01 0.71
C -1.776020 -4.172251 -0.387658 -0.12 -0.20 0.20
C -0.321061 5.108130 -1.306982 1.65 -0.27 0.72
C -1.022794 -0.724776 3.820798 -0.16 0.01 0.18
C 1.341674 -0.950974 3.089454 0.22 0.05 0.16
C 1.079768 3.299663 -1.726373 -0.25 -1.05 0.85
C -0.131803 3.193595 -2.562165 -0.08 1.17 -0.53
C -0.943135 4.290230 -2.296979 0.69 -1.34 -0.85
C -0.101548 -1.296543 2.751394 -0.26 0.24 -0.38
C -0.250982 -3.990081 -2.396952 0.19 -0.15 -0.21
C -2.151893 -2.406112 -2.089228 -0.17 0.00 -0.19
C 3.849777 0.209146 -0.540986 0.25 0.00 0.09
C -3.111279 4.258261 0.536764 0.27 -0.54 0.40
C -1.093843 -3.229554 -1.376165 0.32 0.57 0.42
C -0.243292 -2.808540 2.653688 -0.04 -0.27 0.20
C -3.366170 2.854728 0.537017 0.50 0.57 0.57
C 2.391855 -0.449176 -2.471194 0.09 -0.09 -0.20
C 3.020996 -2.143007 -0.751610 0.35 -0.42 -0.16
C 0.884883 4.522880 -0.930161 -0.60 1.09 -0.65
C -1.905206 3.317379 2.256674 -0.59 0.16 -0.58
H -2.430906 -4.891567 -0.904047 0.24 0.26 -0.07
H -2.546444 1.216361 1.831067 -0.08 0.24 -0.02
H 2.035409 -1.371776 2.352493 -0.09 0.17 0.03
H 4.045768 0.061065 0.528563 -0.11 0.10 -0.23
H -0.776411 -1.171617 4.793068 -0.04 0.06 -0.14
H -2.800056 -3.093325 -2.651332 0.09 0.18 0.09
H 1.610819 4.913826 -0.220087 -0.32 -0.12 -0.13
H -0.865331 -4.675651 -3.001122 -0.02 0.22 0.29
H 3.192156 -2.328467 0.317881 -0.10 0.04 -0.28
H -1.055383 -4.759551 0.197565 -0.09 0.29 -0.10
H -1.246304 3.188737 3.107226 0.00 0.05 -0.03
H 0.529833 -4.600366 -1.921840 -0.14 0.27 -0.01
H -2.774829 -1.859900 -1.370875 0.17 0.00 -0.18
H 0.475848 -3.225947 1.936270 -0.26 0.09 0.01
H 3.936603 -2.409676 -1.300986 -0.18 0.02 0.16
H -0.715452 6.057866 -0.951024 0.07 -0.45 0.15
H -3.994989 2.315030 -0.160013 -0.01 0.02 -0.04
H 4.760998 -0.049242 -1.099096 -0.22 0.09 0.10
H -0.906148 0.363728 3.901371 -0.06 -0.24 -0.16
H -2.072942 -0.949380 3.593737 0.23 0.10 -0.01
H -1.883115 4.528222 -2.796053 0.24 -0.27 0.30
H 0.211514 -3.288331 -3.104585 0.01 -0.11 0.26
H -1.699368 -1.699885 -2.795110 -0.11 -0.06 0.21
H 2.122066 0.591158 -2.699031 -0.06 -0.26 0.12
H -2.422349 -3.596527 0.287892 0.28 -0.12 -0.04
H 2.208277 -2.782336 -1.118303 0.17 0.17 0.23
H -1.266105 -3.097091 2.376837 0.28 0.08 -0.01
H -3.496718 4.968180 -0.190742 0.00 -0.02 0.12
H -1.771014 5.507022 1.836113 -0.06 0.07 0.02
H -0.016998 -3.248821 3.634988 -0.08 0.05 -0.17
H 2.063650 2.891637 -2.003931 -0.13 0.84 -0.58
H 1.486228 0.133681 3.162136 -0.02 -0.34 -0.13
H 3.642525 1.276422 -0.713865 0.00 -0.25 0.06
H 1.605008 -1.125854 -2.825094 0.01 0.26 0.12
H 1.586924 -1.400589 4.063213 -0.06 0.10 -0.19
H -0.295322 2.413313 -3.306368 -0.07 0.28 0.35
H 3.306311 -0.685458 -3.040305 -0.27 0.10 0.14
```
Forces are in eV/Å.

No. 2
C22H37F2O8PSSi | ωB97M-V with the def2-TZVPD basis set

Output
HOMO level: -8.341 eV
Kohn-Sham gap: 7.73 eV
LUMO: -0.61 eV
Total energy: -2690.42590 a.u.

The geometry in XYZ format:
```
72
Properties=species:S:1:pos:R:3:forces:R:3
S -6.812045 -0.134166 -2.119584 -0.49 -0.03 0.02
P 2.671490 -2.361208 0.554801 1.20 -0.80 1.04
Si -1.510633 -0.142597 1.084965 -1.24 0.51 1.22
F 1.271631 -4.270425 -0.829696 -0.73 2.49 2.36
F 0.323355 -3.788006 1.305528 1.95 1.92 -3.53
O 6.109525 0.627200 -0.668492 -2.09 1.08 0.14
O 1.931936 -2.043750 3.234784 2.55 2.17 -6.68
O -6.715198 -0.027052 -3.559483 0.18 0.15 1.20
O 6.846807 2.081895 2.822615 -0.77 0.17 -2.11
O 2.576497 0.105733 2.302699 -0.65 -8.19 -2.37
O 3.731258 0.064430 -0.514544 1.07 -1.57 -1.67
O -5.840023 0.470958 -1.235675 -0.67 -0.15 -0.94
O -8.306685 0.327120 -1.659972 1.01 -1.06 -0.11
C -0.021281 -2.084057 -0.675083 -0.39 -1.36 -0.61
C 0.723924 4.233700 -0.967357 -2.20 -4.54 1.17
C 0.118732 4.157130 0.588573 -0.06 -2.92 -2.58
C 0.554626 2.873109 -1.914642 -1.21 0.02 3.89
C 7.273134 1.488110 1.518995 -0.30 -0.67 -0.12
C 5.702332 -2.071734 1.953260 -0.82 -2.31 -0.20
C 0.940957 -3.144835 0.122319 -1.10 -1.48 -0.77
C -1.455851 -1.762583 0.048027 -0.37 -0.22 -1.25
C 6.136165 1.733673 0.328101 0.26 1.23 1.00
C -0.712264 1.396283 0.248117 2.52 4.83 -2.27
C -6.968874 -1.851477 -1.697299 -0.18 0.00 0.09
C 3.876986 -3.866814 0.828259 1.39 0.29 -1.98
C 3.422813 -1.354577 -0.892621 0.09 1.54 -2.21
C -3.412778 0.298156 1.301907 -0.06 0.89 -0.56
C -8.587112 1.714976 -1.550821 -0.26 1.19 -0.11
C -0.838564 -0.402322 2.881897 0.10 0.27 1.11
C -8.796714 2.347638 -2.913965 0.20 0.03 -0.32
C 2.386062 -1.348672 2.158585 -1.62 5.22 7.91
C -0.573592 2.775641 1.182058 1.53 0.58 -3.69
C 5.298485 -3.437993 1.523298 0.53 2.10 1.14
C 4.794035 0.610112 -1.376808 0.55 1.16 -0.06
C -0.159330 1.502556 -1.291358 0.67 3.21 2.18
H 0.951890 2.833269 -3.035184 -0.97 0.21 2.74
H 5.952267 2.527724 2.725541 1.62 -0.96 -0.03
H 8.322446 1.951368 1.199926 -2.36 -0.95 0.72
H -7.089608 -1.941558 -0.616464 0.01 0.08 -0.16
H 7.414710 0.330940 1.732889 -0.27 2.40 -0.67
H -3.832053 0.596956 0.224869 0.55 -0.77 2.50
H 4.891605 0.022308 -2.404853 0.05 1.04 2.38
H 1.242900 5.180666 -1.424246 -1.21 -2.03 1.18
H -0.283972 -2.596163 -1.721019 0.88 0.91 2.33
H -1.880575 -2.623201 0.720910 1.14 1.43 -1.37
H 0.223209 5.147544 1.218690 -0.34 -2.42 -1.22
H -7.830852 -2.267570 -2.221964 0.12 0.12 0.05
H 2.643170 -1.262319 -1.785975 1.39 -0.56 1.89
H -1.666016 -0.093581 3.670941 1.50 -0.63 -1.70
H 5.858813 -1.138194 1.264556 -1.85 -1.61 1.35
H 0.090550 0.297140 3.101728 -1.61 -1.88 -0.45
H -0.623577 -1.543362 3.051850 -0.01 2.31 -0.16
H -6.057598 -2.361629 -2.017083 -0.07 0.23 -0.02
H -7.868075 2.352263 -3.492365 -0.12 0.02 0.09
H 3.291694 -4.712022 1.386538 1.32 1.76 -0.79
H -7.797496 2.229017 -0.992549 0.02 -0.20 -0.06
H -3.457333 1.272686 1.990011 -0.08 -2.19 -1.41
H 6.072879 -4.319313 1.743319 -2.57 1.65 0.61
H 0.631005 -1.148334 -0.934435 -1.40 -1.55 0.81
H -9.509195 1.810744 -0.967800 0.20 -0.36 0.00
H -9.535544 1.784848 -3.493301 0.04 0.10 0.15
H -2.248695 -1.622048 -0.833337 1.71 -0.32 1.83
H 4.390412 -1.834358 -1.369881 -1.93 0.47 1.42
H 4.545679 1.746649 -1.622645 0.12 -2.51 0.63
H -0.217954 0.576258 -2.003991 0.01 1.97 1.50
H 4.134867 -4.238261 -0.274848 -0.97 0.51 2.16
H -9.136031 3.382338 -2.812726 0.00 -0.13 0.07
H 5.073717 1.892931 0.824720 2.08 -0.71 -0.90
H -3.990070 -0.595091 1.790946 0.90 1.80 -0.96
H 5.867558 -1.906541 3.119404 1.15 -0.69 -2.77
H 6.427121 2.780989 -0.157573 -0.66 -2.31 0.54
H -0.981650 2.770756 2.294010 1.02 0.03 -2.62
```
Forces are in eV/Å.

No. 3
C22H37F5OReSi | ωB97M-V with the def2-TZVPD basis set

Output
⟨S²⟩: 3.803
ΔE to the lowest compared entry with this formula, charge and spin: 0.277 eV
HOMO level (spin up / spin down): -8.573 / -8.831 eV
Kohn-Sham gap (spin up / spin down): 7.71 / 7.91 eV
LUMO (spin up / spin down): -0.86 / -0.93 eV
Multiplicity: 4
Total energy: -1802.73779 a.u.

The geometry in XYZ format:
```
67
Properties=species:S:1:pos:R:3:forces:R:3
Re 0.227745 -0.157524 0.056329 0.65 1.15 1.01
Si -0.803978 1.239547 -1.793285 -0.49 0.32 -0.63
F 0.064397 -4.291136 0.407138 -0.01 0.08 0.02
F -0.969556 -2.591241 -1.167602 0.12 -0.04 0.13
F -2.004242 -2.213637 0.721586 -0.03 0.08 0.08
F 1.457442 -2.624561 0.500931 -0.11 -0.06 0.01
F 0.056153 -2.984872 2.123852 0.02 0.00 -0.07
O 1.834328 0.951896 0.145170 -0.41 -0.35 -0.01
C -1.818270 1.745251 3.107559 0.04 -0.06 -0.09
C -0.797056 -2.038739 0.091962 -0.01 -0.80 -0.03
C -0.312555 -0.004993 2.155122 -0.06 -0.15 -0.90
C -0.175390 3.574029 -0.225874 -0.11 -0.07 -0.06
C 0.175906 -3.026492 0.794675 0.03 -0.10 0.03
C 0.654734 1.333809 -3.119231 -0.10 -0.04 0.33
C 3.131567 0.523867 0.475635 0.41 -0.10 0.04
C -2.560910 2.859794 -0.259750 0.10 0.03 -0.10
C 0.543651 2.143531 3.142878 0.02 -0.03 -0.09
C -1.554025 4.017660 -2.231915 0.03 -0.09 -0.03
C -3.330781 -0.132711 -1.534194 0.10 0.06 0.02
C -0.527566 1.319809 2.793204 0.00 0.23 -0.01
C 0.329473 3.362395 3.762775 0.00 0.05 -0.02
C 1.691065 2.405716 -2.751820 -0.08 -0.07 0.05
C -2.035551 2.964509 3.728087 -0.03 0.05 -0.01
C 0.148850 1.689350 -4.523337 -0.07 -0.05 0.06
C -0.962210 3.782107 4.049668 -0.04 0.02 0.05
C 1.361348 -0.034421 -3.179339 -0.16 0.08 -0.02
C -3.124072 1.316437 -3.530390 0.02 -0.03 0.06
C -1.291162 3.001556 -1.112484 0.12 -0.22 -0.12
C -1.922712 -0.866009 -3.441331 0.06 0.03 0.04
C -2.351983 0.355924 -2.614197 0.18 0.13 0.23
H -2.474632 2.029085 0.442503 -0.08 0.02 0.09
H -2.492598 1.770705 -4.295019 -0.09 -0.01 0.01
H -0.654920 4.193808 -2.825576 -0.07 0.06 0.00
H -0.530547 0.941375 -4.926543 0.05 0.10 -0.05
H 0.695854 3.868459 -0.808757 0.01 -0.03 0.06
H -2.719101 3.773194 0.321538 0.00 0.02 0.02
H -1.252963 -1.520597 -2.886396 -0.10 0.07 -0.19
H -0.546953 4.462703 0.294602 -0.01 0.02 0.01
H -3.045887 3.273938 3.965013 0.01 0.01 -0.01
H 2.298529 0.049422 -3.738606 0.02 -0.01 0.00
H 2.054054 2.290003 -1.734967 0.09 0.01 0.09
H 0.147145 2.859315 0.524165 0.10 -0.01 0.19
H -1.439822 -0.580146 -4.374706 -0.03 -0.07 0.03
H -1.160841 -0.659961 2.342754 0.04 -0.05 0.03
H -2.858205 -0.814884 -0.830532 -0.08 0.00 -0.02
H 3.217535 0.269112 1.540151 -0.08 0.05 -0.05
H -3.756397 0.695680 -0.968419 -0.02 -0.12 -0.01
H 0.744703 -0.788367 -3.667767 0.03 -0.02 0.06
H 3.447498 -0.357966 -0.098070 -0.10 0.05 0.00
H -4.156261 -0.669499 -2.012735 -0.02 -0.01 -0.01
H -3.595855 2.113299 -2.954333 -0.05 -0.04 -0.09
H 2.546316 2.332757 -3.432707 -0.02 -0.02 -0.03
H 0.597855 -0.467189 2.563260 0.00 -0.12 -0.07
H 1.556179 1.829864 2.913258 -0.02 -0.02 -0.02
H -3.920156 0.761156 -4.037976 -0.01 -0.01 -0.01
H -2.351671 3.704410 -2.903956 0.05 0.10 0.01
H 1.003126 1.761154 -5.204939 0.02 0.02 0.00
H -2.808331 -1.453477 -3.703795 -0.04 0.01 0.00
H -3.445806 2.704192 -0.879331 0.04 0.00 0.07
H -2.658102 1.104462 2.862386 -0.01 0.01 0.01
H 1.624648 -0.412424 -2.181345 0.12 -0.03 -0.01
H -0.360601 2.655082 -4.524964 0.03 -0.02 -0.07
H 1.171213 3.992669 4.020661 0.01 -0.02 0.00
H 3.851333 1.321686 0.267360 -0.11 0.01 -0.01
H -1.848247 4.973057 -1.783906 0.01 0.02 0.00
H -1.130831 4.735340 4.534171 0.01 -0.01 -0.01
H 1.273553 3.407711 -2.862099 0.07 -0.03 0.02
```
Forces are in eV/Å.